[1]
DFT (the ωB97M-V functional and the def2-TZVPD basis) results for a molecular structure, C11H25NO8SSi2.

XYZ file:
```
48
Properties=species:S:1:pos:R:3:forces:R:3:lowdin_charge:R:1
C 0.20936 1.42922 -1.81800 1.7 -0.1 0.4 -0.126
O -0.77179 0.33394 -1.91490 0.0 1.3 1.7 -0.252
C -1.52598 0.14728 -0.66606 -0.8 -0.5 0.7 -0.223
C -0.61798 -0.20661 0.65179 -0.9 -0.4 0.7 -0.239
C -0.22574 -1.80656 0.71023 -0.3 0.4 0.9 -0.300
Si 1.59226 -2.08297 0.10243 -0.7 -0.5 1.8 0.546
O 2.67606 -2.38865 1.46895 1.6 1.4 -2.9 -0.465
Si 4.26948 -1.87506 0.87510 -1.2 -0.5 1.5 0.460
N 5.53821 -1.89312 2.17648 0.4 8.7 2.9 -0.102
C 5.68872 -0.62872 2.72078 -1.5 -4.0 -0.7 -0.672
S 5.70692 0.86513 3.57838 0.2 -4.7 -2.8 0.572
H 0.10088 2.07292 -0.83903 0.0 -1.2 -1.9 0.095
H 1.27976 0.90541 -1.77363 -2.1 1.3 0.0 0.085
H 0.23703 2.15204 -2.73794 -0.5 -1.6 1.6 0.103
H -2.24942 -0.78745 -0.83394 1.7 2.1 0.2 0.137
H -2.24600 1.06476 -0.43521 1.7 -1.6 -0.6 0.132
H -1.29547 -0.00510 1.61274 1.3 -0.3 -2.2 0.121
H 0.34078 0.44981 0.79025 -1.8 -1.1 -0.5 0.093
H -0.25455 -2.11004 1.85492 0.0 0.4 -2.4 0.094
H -0.99413 -2.47592 0.12674 1.4 1.4 1.2 0.083
H 2.12772 -0.87841 -0.58093 -0.1 -0.1 0.0 -0.046
H 1.67597 -3.24590 -0.80061 0.1 0.0 0.0 -0.033
H 4.11896 -0.49591 0.36665 0.2 -0.1 0.1 -0.035
H 4.78910 -2.76005 -0.19035 -0.2 0.0 0.2 -0.023
C -5.80702 -3.20756 2.32879 0.0 0.4 0.3 -0.052
O -5.77063 -4.44756 1.62487 0.8 -0.3 -0.7 -0.009
C -4.66313 -4.62343 0.86082 0.3 0.2 0.0 -0.559
O -3.74141 -3.83161 0.74090 -1.3 -1.1 0.2 0.096
O -4.75887 -5.83291 0.25321 -0.1 1.0 0.6 -0.009
C -3.65436 -6.15531 -0.58965 0.4 -0.1 -0.3 -0.051
H -6.73497 -3.17398 2.90637 0.1 -0.3 -0.2 0.095
H -4.96535 -3.13401 3.02500 -0.1 0.1 -0.3 0.098
H -5.80672 -2.36604 1.62864 0.2 -0.2 0.1 0.098
H -2.72650 -6.19958 -0.01008 -0.2 0.2 -0.1 0.098
H -3.56796 -5.43156 -1.40654 0.1 0.0 0.2 0.098
H -3.83656 -7.14258 -1.02282 -0.2 0.2 0.2 0.095
C 1.44514 7.43644 -2.75831 0.0 0.5 -0.2 -0.052
O 1.48052 6.06249 -2.37696 0.5 -0.4 0.9 -0.012
C 2.15906 5.81957 -1.22725 0.2 0.4 0.3 -0.559
O 2.71387 6.65572 -0.53156 -0.8 -1.2 -1.0 0.110
O 2.11347 4.48511 -0.98572 -0.1 1.0 -0.4 -0.022
C 2.79176 4.08014 0.20181 0.3 -0.2 0.4 -0.049
H 0.87783 7.51404 -3.68995 0.1 -0.3 0.2 0.094
H 0.93794 8.03589 -1.99547 0.2 -0.1 -0.1 0.099
H 2.45699 7.81309 -2.93905 -0.2 0.0 0.2 0.099
H 2.33838 4.54548 1.08312 0.2 0.0 -0.2 0.101
H 3.85753 4.32265 0.13943 -0.2 0.1 0.1 0.101
H 2.69086 2.99544 0.29555 -0.1 0.2 -0.3 0.086
```
Forces are in eV/Å.

Multiplicity: 1
M (g/mol): 387.6
HOMO (eV): -9.72

[2]
DFT (the ωB97M-V functional and the def2-TZVPD basis) results for a molecular structure, C11H25NS.

XYZ file:
```
38
Properties=species:S:1:pos:R:3:forces:R:3:lowdin_charge:R:1
C 1.60098 1.69857 -1.05086 0.1 -0.4 0.0 -0.244
C 0.70763 -0.67096 -0.12035 0.6 -3.5 0.9 -0.297
C 2.17700 -3.00841 -0.49484 0.0 -0.2 0.1 -0.183
C -4.13290 -0.35442 0.38562 0.3 0.1 -0.1 -0.064
C -2.44562 1.40349 0.95370 0.0 -0.1 -0.2 -0.060
C -2.91054 0.84141 -1.44040 0.1 -0.1 0.2 -0.057
C 4.11017 1.38323 -0.19642 -0.2 -0.1 0.1 -0.312
C 2.26848 0.59507 1.54647 0.2 -0.5 -0.2 -0.234
C 0.98796 -2.56029 0.31097 -0.5 3.4 -0.8 -0.157
C -1.69843 -0.79332 0.00855 -0.3 -0.2 0.1 -0.198
C -2.80194 0.27894 -0.02156 0.0 -0.1 0.0 -0.612
N -0.41787 -0.17915 -0.20587 -0.5 0.6 -0.3 -0.041
S 2.47220 0.31842 -0.23989 0.3 0.7 0.1 0.858
H 1.79468 1.61775 -2.11636 0.1 0.0 -0.1 0.060
H 0.54090 1.57712 -0.85657 0.0 0.1 0.0 0.015
H 2.00730 -2.82208 -1.55355 0.1 0.0 -0.1 0.069
H 3.07100 -2.46672 -0.19224 0.1 -0.1 -0.1 0.044
H 2.36269 -4.07795 -0.36388 0.1 0.0 -0.1 0.064
H -4.10227 -0.68392 1.42247 0.0 -0.1 0.1 0.080
H -4.94125 0.36563 0.27885 -0.1 0.1 0.0 0.081
H -4.35663 -1.21545 -0.24123 -0.1 -0.1 -0.1 0.080
H -1.51783 1.88320 0.64685 0.0 0.1 0.0 0.066
H -3.23482 2.15212 0.97472 -0.1 0.1 0.0 0.081
H -2.31043 1.01234 1.96130 0.0 0.0 0.1 0.082
H -1.93259 1.18175 -1.78358 0.0 0.1 0.0 0.072
H -3.60667 1.67854 -1.46896 -0.1 0.1 0.0 0.081
H -3.26593 0.07092 -2.12599 0.0 0.0 -0.1 0.082
H 4.88342 0.74490 0.21640 0.2 -0.1 0.1 0.020
H 4.37034 1.62653 -1.21980 0.1 0.1 -0.3 0.021
H 4.03952 2.29343 0.38892 0.1 0.3 0.1 0.021
H 3.23288 0.46154 2.02667 0.1 0.1 0.0 0.053
H 1.91195 1.60769 1.69849 -0.1 0.1 0.0 0.065
H 1.54919 -0.11915 1.92981 -0.1 0.0 0.1 0.041
H 0.05975 -3.04424 0.03486 -0.1 -0.1 0.0 0.055
H 1.14477 -2.58178 1.38350 0.0 -0.1 0.2 0.060
H -1.88719 -1.53776 -0.77392 -0.1 0.0 0.0 0.128
H -1.71257 -1.31693 0.97340 0.0 0.0 0.0 0.128
H 1.98267 2.63992 -0.67532 0.1 0.0 0.1 0.052
```
Forces are in eV/Å.

Multiplicity: 1
M (g/mol): 203.4
HOMO (eV): -6.36

[3]
DFT (the ωB97M-V functional and the def2-TZVPD basis) results for a molecular structure, C11H25NSi.

XYZ file:
```
38
Properties=species:S:1:pos:R:3:forces:R:3:lowdin_charge:R:1
C 2.11219 0.26198 0.93644 0.9 -0.7 0.9 -0.243
C 1.33884 0.96300 0.15388 -4.7 0.9 0.3 -0.060
C 4.44748 -0.49402 1.54857 -2.1 -0.7 0.0 -0.068
C 3.00504 -1.82794 -0.01038 0.4 0.1 -1.7 -0.079
C -3.12997 -0.83575 0.92166 1.4 1.6 0.7 -0.081
C -1.61246 -1.35084 -1.01360 -0.6 1.1 -1.9 -0.125
C -0.76511 -1.52768 1.26143 -1.0 0.3 -1.8 -0.100
C -0.96052 3.02737 -1.72034 0.4 0.7 -0.2 -0.170
C -2.87023 1.79374 -1.73272 -2.5 0.7 0.0 -0.176
C 3.34103 -0.44018 0.43607 1.9 1.3 -0.5 -0.444
C -1.69509 -0.69571 0.32584 1.2 -0.4 1.1 -0.649
N -1.66861 2.04054 -0.95874 -0.7 -0.2 -1.3 -0.344
Si -1.03323 1.11793 0.34361 2.4 -1.7 -1.0 0.797
H 1.91828 0.02762 1.98667 -0.5 0.1 -0.2 0.112
H 1.58933 1.21168 -0.84888 0.5 -0.1 -0.8 0.020
H 4.02323 -0.99775 2.43034 0.0 0.0 -0.2 0.079
H 5.40324 -0.96279 1.37927 0.2 0.0 -0.7 0.072
H 4.50503 0.51661 1.81372 1.0 1.5 0.7 0.051
H 3.03717 -2.35676 0.87446 -0.3 -1.8 1.9 0.045
H 2.02197 -1.98365 -0.47537 0.4 0.2 -0.2 0.081
H 3.84079 -2.22492 -0.60869 -0.5 0.0 -0.1 0.093
H -3.07505 -1.26111 1.92926 -0.2 0.2 -0.2 0.079
H -3.67302 0.11662 0.95052 0.0 -0.2 0.1 0.064
H -3.64152 -1.49162 0.30502 -1.4 -1.4 -1.1 0.045
H -2.03316 -2.36626 -0.96577 0.3 0.2 -0.2 0.087
H -0.59772 -1.32941 -1.47056 -0.5 -0.3 0.5 0.089
H -2.23919 -0.71524 -1.69267 0.3 -0.9 0.1 0.066
H -1.06839 -1.29481 2.21341 -0.3 0.2 2.7 0.042
H -0.85514 -2.58471 1.07527 -0.4 -0.6 0.0 0.089
H 0.24520 -1.30442 1.13588 1.6 0.4 -0.2 0.008
H -0.97978 2.88483 -2.81953 -0.2 -0.5 0.4 0.086
H -1.41582 4.02350 -1.59438 0.5 0.0 0.3 0.089
H 0.06957 2.95443 -1.43942 0.8 0.8 0.2 0.046
H -3.68162 1.19573 -1.20122 1.5 0.0 -0.9 0.090
H -3.48103 2.76534 -1.87910 1.1 -0.9 0.3 0.098
H -2.61620 1.51112 -2.80586 -0.5 -0.4 1.4 0.097
H 3.76396 0.18650 -0.39539 -0.4 -0.6 0.4 0.142
H -1.56951 1.44702 1.61128 0.0 1.0 1.4 -0.029
```
Forces are in eV/Å.

Multiplicity: 1
M (g/mol): 199.4
HOMO (eV): -8.57

[4]
DFT (the ωB97M-V functional and the def2-TZVPD basis) results for a molecular structure, C11H26BCl2FK2NaO14PS2V.

XYZ file:
```
62
Properties=species:S:1:pos:R:3:forces:R:3:lowdin_charge:R:1
F 3.31062 2.12952 -2.28946 0.1 0.0 -0.2 0.095
B 3.07953 3.17588 -3.07250 0.1 0.7 -0.1 -1.254
S 4.49097 4.29927 -3.57533 0.5 -0.5 -0.2 0.757
S 1.42545 3.52578 -3.70115 -0.7 -0.9 0.4 0.830
H 4.41105 5.26474 -2.67109 -0.2 0.2 0.3 -0.200
H 1.42033 4.75966 -3.20998 0.2 0.5 -0.3 -0.129
C -4.05406 2.87114 1.67004 -0.1 -0.2 0.0 -0.002
O -3.35985 2.42325 0.44294 -0.4 -0.1 0.5 -0.189
P -2.23146 3.20017 -0.25096 0.3 -0.3 -0.2 0.352
O -1.27032 3.87932 0.65353 0.0 0.0 0.1 -0.226
O -2.83412 4.08280 -1.38437 0.0 0.5 -0.2 -0.186
C -3.50709 5.32290 -1.06326 0.0 -0.1 0.0 -0.050
O -1.54219 2.08578 -1.16871 -0.2 -0.1 0.1 -0.178
C -0.43310 1.42254 -0.59387 -0.2 0.4 -0.2 -0.107
H -5.10077 2.63265 1.51442 0.0 0.0 -0.1 0.100
H -3.67907 2.29714 2.52363 0.1 0.0 -0.1 0.057
H -3.92093 3.94364 1.80314 0.0 0.0 0.0 0.083
H -3.07284 5.78042 -0.17553 0.0 0.0 0.0 0.088
H -4.56548 5.12680 -0.90979 0.0 0.0 0.0 0.098
H -3.37233 5.97829 -1.91665 0.0 0.0 0.0 0.092
H -0.71588 0.98276 0.37476 0.0 0.4 0.0 0.066
H 0.32854 2.18899 -0.46466 0.4 -0.4 0.3 0.079
H -0.09997 0.65241 -1.28974 0.0 0.1 -0.1 0.111
C 2.16300 3.75613 1.66036 -0.3 0.0 0.9 -0.115
C 1.79231 5.23972 1.42568 -1.8 0.0 1.5 -0.404
O 0.86777 5.34144 0.34154 0.6 0.0 0.7 -0.156
H 2.55423 3.28262 0.75604 -0.6 -0.9 1.1 0.007
H 2.91296 3.66158 2.44861 0.0 -0.1 0.0 0.102
H 1.27653 3.19169 1.94335 -0.1 0.1 0.1 0.092
H 2.66742 5.82326 1.13964 -0.9 0.9 2.0 0.036
H 1.38554 5.68514 2.33298 0.0 -0.1 0.1 0.145
H 0.05226 4.83979 0.61349 -0.2 0.0 -0.5 0.039
Na -0.16070 -1.01957 0.66800 -0.4 -1.2 -0.3 0.552
C -4.50392 -1.13584 -0.70428 0.3 0.1 0.0 -0.975
Cl -5.91436 -2.08534 -0.30153 -0.1 -0.1 0.0 0.570
Cl -3.22825 -1.31786 0.53783 0.2 -0.1 -0.1 0.614
H -4.10626 -1.47272 -1.65319 0.0 0.0 0.0 0.025
H -4.77048 -0.08633 -0.72822 0.0 0.0 0.0 0.022
C 3.68068 -4.96269 -0.45327 -0.1 -0.2 0.0 -0.058
C 2.50528 -5.81918 -0.86997 0.2 0.1 0.0 -0.095
O 1.38483 -4.93667 -0.56344 0.0 -0.3 -0.2 0.101
C 1.82686 -3.69775 -0.57781 -0.3 0.3 0.1 -0.593
O 1.09650 -2.72586 -0.53319 -0.1 0.5 0.4 0.071
O 3.14777 -3.61479 -0.64227 0.3 -0.1 0.1 0.081
H 4.56811 -5.10426 -1.05917 0.0 0.2 -0.1 0.141
H 3.93467 -5.09294 0.59687 -0.1 0.0 0.0 0.133
H 2.48841 -6.05240 -1.93109 0.0 0.1 0.0 0.092
H 2.44801 -6.75309 -0.30890 -0.1 0.0 0.1 0.090
C 2.78255 -8.82661 1.44558 -0.3 -0.2 -0.1 -0.269
O 3.47911 -7.89057 0.78172 0.0 0.1 0.1 -0.162
H 2.54714 -9.72310 0.85078 0.1 0.0 0.0 0.079
H 3.37119 -9.19862 2.32179 0.0 0.1 0.0 0.111
H 1.84816 -8.44595 1.90659 0.1 0.1 0.1 0.085
K 3.15637 4.79326 -0.30803 3.3 0.0 -5.7 0.985
C -3.35977 -0.17396 3.53362 1.0 0.4 0.3 -0.992
O -4.47436 -0.47147 3.09078 -0.3 -0.1 0.0 -0.029
O -3.06321 1.03450 3.93446 0.5 -0.4 -0.2 -0.189
O -2.37025 -1.06344 3.60026 -0.4 -0.1 -0.7 -0.354
K -0.45684 0.03760 4.35656 -0.4 0.4 0.6 0.923
O 1.97467 -8.03484 -2.84224 1.7 -0.1 0.9 -0.548
V 0.57078 -7.66225 -3.57541 -0.1 -0.9 -0.2 1.093
O -0.80892 -7.20216 -4.25880 -1.7 0.9 -0.8 -0.534
```
Forces are in eV/Å.

Multiplicity: 1
Net charge: +1
M (g/mol): 730.3
HOMO (eV): -7.93

[5]
DFT (the ωB97M-V functional and the def2-TZVPD basis) results for a molecular structure, C11H26BN2O8.

XYZ file:
```
48
Properties=species:S:1:pos:R:3:forces:R:3:lowdin_charge:R:1
C 2.00761 -0.62615 1.04793 1.4 7.0 -3.2 -0.143
C 1.48399 -0.03155 -0.39674 1.9 0.8 -0.6 -0.236
N 0.91575 1.36873 -0.33420 1.0 -1.6 -0.8 -0.102
B -0.20368 1.51100 0.68035 -1.1 0.1 -0.7 -0.633
C -1.59534 0.70706 0.21174 -0.7 3.1 0.1 -0.190
O -1.58038 -0.72734 0.53781 0.9 -0.3 -0.8 -0.202
N -1.97259 -1.47076 -0.53957 -4.2 0.2 0.4 -0.052
O -3.19363 -1.38083 -0.69542 3.3 -0.5 -0.2 -0.025
H 2.78362 -1.51042 0.86150 -0.9 4.3 -1.0 0.101
H 1.10296 -1.10948 1.65779 -0.2 5.7 -1.2 0.141
H 2.59430 0.17903 1.70473 -1.6 -1.3 -1.4 0.145
H 0.77721 -0.81137 -0.96021 1.3 1.8 1.5 0.121
H 2.45584 0.03592 -1.08693 -1.8 -0.4 1.3 0.105
H 1.64853 2.10543 -0.23731 -0.6 -1.3 0.0 0.079
H 0.10571 1.27969 1.79682 0.2 -0.6 1.2 0.027
H -0.51324 2.66909 0.67071 -0.4 0.7 0.0 0.039
H -2.48788 1.21410 0.81966 1.5 -1.3 -1.6 0.108
H -1.68997 0.92415 -0.95216 -0.2 -0.9 2.3 0.105
C -1.62865 7.25311 -2.07658 0.2 -0.2 0.2 -0.074
C -2.56619 6.67650 -3.12395 -0.1 0.3 0.4 -0.226
O -1.91307 5.67088 -3.90856 0.0 -0.6 0.0 0.013
C -1.71702 4.47912 -3.29317 0.1 -0.6 1.0 -0.548
O -2.05145 4.19105 -2.15259 0.4 0.6 -2.0 0.115
O -1.06372 3.66135 -4.15689 -0.8 1.1 0.4 -0.018
C -0.69656 2.40419 -3.59314 0.3 -0.7 0.4 -0.049
H -0.71400 7.62972 -2.54567 -0.2 0.1 0.0 0.079
H -2.11188 8.06991 -1.53371 0.0 0.0 -0.1 0.075
H -1.32235 6.49453 -1.34939 -0.2 0.1 -0.1 0.078
H -2.86576 7.47182 -3.81509 0.2 -0.3 -0.1 0.117
H -3.48229 6.27802 -2.67393 0.3 -0.1 0.0 0.123
H -1.56549 1.88823 -3.17241 0.2 0.2 0.1 0.088
H 0.07369 2.55117 -2.82964 -0.3 -0.2 0.1 0.090
H -0.27972 1.78218 -4.38997 -0.1 0.4 -0.1 0.090
C 0.84970 -7.23709 3.96010 0.1 0.2 0.2 -0.077
C 0.88902 -7.15740 2.44334 0.1 -0.3 0.3 -0.227
O 0.60665 -5.82923 1.98542 0.5 0.2 0.0 0.019
C 1.60262 -4.92490 2.15184 0.1 0.7 0.1 -0.551
O 2.70247 -5.14281 2.64028 -1.4 0.0 -0.7 0.089
O 1.16106 -3.72389 1.70000 0.5 -2.7 0.9 0.027
C 2.07828 -2.65425 1.91830 0.2 -6.1 2.4 -0.154
H -0.10885 -6.86843 4.33923 0.0 -0.2 -0.1 0.080
H 0.99217 -8.26764 4.29633 -0.1 0.0 -0.1 0.073
H 1.62943 -6.61878 4.41590 0.0 -0.1 -0.2 0.072
H 0.11041 -7.80700 2.02894 0.0 0.4 -0.1 0.119
H 1.84735 -7.50635 2.04286 -0.1 0.2 0.1 0.121
H 3.06004 -2.87864 1.48925 0.0 -0.7 0.3 0.105
H 2.16161 -2.45046 2.99038 0.2 -0.1 0.1 0.129
H 1.68370 -1.76123 1.42596 0.0 -7.1 1.4 -0.169
```
Forces are in eV/Å.

Multiplicity: 1
Net charge: -1
M (g/mol): 325.1
HOMO (eV): -3.69

[6]
DFT (the ωB97M-V functional and the def2-TZVPD basis) results for a molecular structure, C11H26CeN6O7.

XYZ file:
```
51
Properties=species:S:1:pos:R:3:forces:R:3:lowdin_charge:R:1
O 0.31646 -1.39563 -3.39726 -1.1 -1.0 -0.8 -0.462
H -0.29777 -1.89849 -4.04299 1.5 1.2 1.8 -0.013
Ce 0.14924 0.01894 -0.49664 -0.6 -1.7 -2.3 1.356
N 1.75226 -1.62517 -0.60012 0.8 -1.7 -0.2 -0.253
N -0.51630 -2.11852 0.24120 0.1 -1.7 0.5 -0.200
N 0.57548 2.34162 -0.35933 -0.3 3.2 1.4 -0.096
N -1.36540 1.28910 1.02281 -0.5 2.2 1.9 -0.039
O 2.83878 -1.12555 -1.01921 -1.2 -0.4 0.4 0.005
O 1.66321 3.01760 -0.91166 0.1 -0.7 -0.1 -0.008
O -2.24334 0.74636 1.95465 0.4 -0.1 -0.9 0.014
O -1.60729 -2.17855 0.91222 1.1 -0.1 -1.0 -0.032
C 0.10863 -3.23899 -0.33386 -1.3 1.7 0.7 -0.191
C 1.37054 -2.94706 -0.85324 0.3 2.2 -0.6 -0.201
C -0.08835 3.15057 0.47184 2.7 -1.2 -2.4 -0.201
C -1.18236 2.59242 1.21219 -1.4 -3.4 0.4 -0.218
C 2.13862 -3.70694 -1.85007 0.5 -0.7 0.3 0.007
H 2.08358 -3.17314 -2.80978 -0.1 0.1 0.2 0.102
H 1.77353 -4.73118 -1.97025 0.1 0.3 0.0 0.086
H 3.18035 -3.74322 -1.52138 0.0 0.0 -0.2 0.101
C -0.60100 -4.51255 -0.51545 0.0 -0.4 0.1 0.014
H -1.54982 -4.34002 -1.02668 0.0 0.0 0.1 0.112
H -0.80630 -4.98342 0.44552 -0.1 0.0 0.1 0.104
H 0.00676 -5.19786 -1.10402 -0.2 0.0 0.0 0.081
C 0.47630 4.48711 0.72685 -0.2 0.8 0.1 0.020
C -1.90586 3.36794 2.24680 0.0 0.3 0.2 0.024
H 1.21467 4.75212 -0.02044 -0.3 0.1 0.0 0.090
H 1.01912 4.46290 1.67627 -0.2 0.0 0.2 0.123
H -0.29892 5.25330 0.76107 0.0 0.0 0.2 0.111
H -2.46267 2.72793 2.92849 0.2 0.0 -0.1 0.092
H -2.62644 4.04836 1.78265 0.2 0.1 0.0 0.117
H -1.17588 3.95540 2.80864 -0.2 0.1 0.0 0.100
H 2.27465 2.36548 -1.29805 -0.4 -0.1 -0.2 0.123
H -2.22832 -0.22659 1.81528 0.1 0.3 -0.3 0.101
C -1.73942 0.24187 -1.92642 0.0 0.0 -0.4 -0.190
H -1.24354 -0.19566 -2.83741 0.0 0.2 0.7 -0.003
H -2.05021 1.27849 -2.15640 0.2 -0.2 0.4 0.028
H -2.63231 -0.37207 -1.70638 0.4 0.2 0.2 0.036
O 1.90106 0.70810 -3.56235 -0.8 0.1 -0.2 -0.114
H 1.73987 -0.17006 -4.00990 -0.1 0.3 1.0 0.036
H 1.02369 1.10222 -3.74122 0.6 -0.1 0.0 0.035
C 0.34830 -1.03586 4.71889 -0.2 -0.1 0.5 -0.041
N 1.60920 -0.46577 4.29130 0.3 0.2 -0.8 0.029
C 1.84227 -0.05711 3.02329 0.3 0.3 -0.4 -0.543
N 3.09031 0.47092 2.80180 -0.5 -0.3 0.5 0.182
O 0.98857 -0.09500 2.10582 0.1 0.0 -0.1 -0.064
H -0.34245 -1.08596 3.87113 0.3 0.0 0.2 0.082
H -0.07799 -0.42366 5.51926 -0.1 0.0 -0.2 0.092
H 0.50726 -2.03651 5.13243 -0.1 0.1 -0.2 0.093
H 2.37703 -0.36113 4.94569 -0.5 -0.2 -0.1 0.150
H 3.40699 0.58360 1.85394 0.0 -0.1 0.1 0.110
H 3.76884 0.39012 3.54701 0.1 0.1 -0.5 0.112
```
Forces are in eV/Å.

Multiplicity: 2
Net charge: +1
M (g/mol): 494.5
HOMO (spin up / spin down) (eV): -10.25 / -10.25